{"formula": "C5H10O2", "method": "ωB97M-V/def2-TZVPD", "largest_force_ev_per_a": 0.61, "e_tot_ha": -346.9289, "relative_energy_kcal_mol": 60.6, "smiles": "O=CCCO.C=C", "homo_energy_ev": -9.82, "lumo_ev": 0.7464, "orbital_gap_ha": 0.3883, "species": ["O", "C", "C", "C", "C", "O", "C", "H", "H", "H", "H", "H", "H", "H", "H", "H", "H"], "positions_angstrom": [[2.067, -0.237, 1.016], [1.442, -0.767, -0.135], [0.064, -1.286, 0.271], [-0.435, 2.010, 0.397], [-1.684, 1.676, 0.093], [-2.026, -1.145, -0.927], [-0.849, -1.416, -0.922], [2.915, 0.139, 0.747], [1.332, 0.004, -0.915], [2.036, -1.590, -0.563], [-0.391, -0.620, 1.006], [0.121, 1.523, 1.195], [0.099, 2.777, -0.158], [-2.223, 2.149, -0.724], [-2.221, 0.891, 0.619], [-0.364, -1.803, -1.846], [0.156, -2.276, 0.736]]}